Below is C6H11N2 as an isolated structure in a non-equilibrium geometry, with properties calculated with ωB97M-V/def2-TZVPD.

## Properties
- Net charge: +1
- Total energy: -9367.8652 eV
- Energy relative to the best compared isomer or geometry (same formula, charge and spin): 6.8694 eV
- LUMO level (alpha / beta): -5.58 / -5.58 eV
- Gap between HOMO and LUMO (alpha / beta): 7.736 / 7.733 eV
- Maximum force: 6.2 eV/Å

Geometry as XYZ:
```
19
C6H11N2, DFT ωB97M-V/def2-TZVPD
C -1.90 1.05 -0.78
C -2.46 0.33 0.26
C 1.26 0.23 -0.89
C 1.71 0.98 0.32
C 0.02 -0.48 -0.22
C 0.28 -1.85 0.16
N 0.52 0.81 1.20
N -1.19 0.03 -0.44
H -1.93 1.94 -1.52
H -2.40 0.66 1.34
H -3.22 -0.33 0.06
H 0.99 0.83 -1.73
H 2.02 -0.39 -1.33
H 2.57 0.37 0.66
H 1.78 2.08 0.19
H 0.15 -1.96 1.20
H 1.36 -2.15 -0.18
H -0.43 -2.50 -0.34
H 0.85 0.36 2.05
```

These are the Mulliken partial charges, in e, on atoms 1 to 8: number 1, C, carries 0.197; number 2, C, carries -0.519; number 3, C, carries -1.274; number 4, C, carries -0.288; number 5, C, carries 1.133; number 6, C, carries -1.311; number 7, N, carries -0.571; number 8, N, carries 0.029